Here is the ion C16H17N2OS2 with charge -1 from OMol25. Energies are from ωB97M-V with the def2-TZVPD basis set.

```
38
Properties=species:S:1:pos:R:3:mulliken_charge:R:1
O 4.81013 -0.53807 2.29313 -0.518
N 3.69471 0.01166 1.56386 -0.430
C 4.14065 0.22074 0.22349 -0.647
C 3.73197 -0.96922 -0.74774 -0.763
C 2.74970 -0.52371 -1.82038 -0.574
S 1.27627 -1.60209 -1.95088 -0.231
C 0.37034 -1.03063 -0.51210 -0.163
S 1.01993 -1.34720 0.94871 -0.166
N -0.86127 -0.30530 -0.79434 0.314
C -2.04576 -1.04092 -0.39423 -0.928
C -2.30297 -1.49079 0.87834 0.247
C -3.47403 -2.15567 1.17615 -1.044
C -4.39156 -2.34901 0.17300 -0.146
C -4.16800 -1.91210 -1.10981 -0.780
C -2.98244 -1.26085 -1.37430 0.218
C -0.88617 1.01895 -0.25371 1.130
C -2.07733 1.68444 -0.03913 -0.265
C -2.10436 2.95593 0.47681 -0.760
C -0.95339 3.63911 0.77749 -0.378
C 0.24271 2.99466 0.54678 -0.957
C 0.26766 1.72786 0.04507 0.327
H 4.47808 -0.67228 3.18305 0.300
H 3.64553 1.15188 -0.11072 0.284
H 5.23385 0.38062 0.19820 0.445
H 3.32423 -1.73646 -0.09316 0.407
H 4.65654 -1.39920 -1.16799 0.441
H 3.20745 -0.47739 -2.81413 0.384
H 2.39464 0.48100 -1.57428 0.190
H -1.58913 -1.31517 1.67736 0.400
H -3.65377 -2.47577 2.19602 0.376
H -5.32814 -2.84778 0.41920 0.331
H -4.91115 -2.05887 -1.88543 0.385
H -2.77944 -0.88048 -2.37185 0.397
H -3.04247 1.24322 -0.26503 0.312
H -3.06354 3.43614 0.65662 0.335
H -1.00693 4.64213 1.18681 0.381
H 1.14833 3.54801 0.77740 0.385
H 1.22914 1.25262 -0.11828 -0.237
```

Properties
SMILES string ... O[N-]CCCSC(=S)N(c1ccccc1)c1ccccc1
Gap between HOMO and LUMO ... 0.1648 Ha
Total charge ... -1
Highest occupied orbital energy ... -0.061 Eh
Electronic energy ... -43562.4281 eV